Here is a molecular structure, C11H17Br3Cl4O4 from OMol25. Energies are from ωB97M-V/def2-TZVPD.

Output
orbital gap	10.0	eV
charge	0

Each line ends with the natural charge from an NBO analysis.
Geometry (Å):
O1 -1.477 -3.734 -0.221  -0.5939
C1 -0.505 -3.027 -0.261  0.7943
O2 0.729 -3.516 -0.388  -0.4832
C2 1.713 -2.429 -0.321  -0.0699
C3 0.997 -1.358 0.483  -0.4451
C4 -0.462 -1.548 0.089  -0.5392
H1 1.898 -2.134 -1.352  0.1807
H2 2.609 -2.824 0.143  0.2081
H3 1.326 -0.346 0.246  0.2362
H4 1.092 -1.460 1.565  0.2219
H5 -0.729 -0.870 -0.727  0.2262
H6 -1.163 -1.258 0.866  0.2550
O3 0.968 2.154 -0.997  -0.5788
C5 0.054 1.816 -1.684  0.8012
O4 -1.216 1.807 -1.165  -0.4930
C6 -2.154 1.426 -2.175  -0.0833
C7 -1.451 1.703 -3.493  -0.4285
C8 -0.006 1.406 -3.138  -0.5327
H7 -3.019 2.093 -2.104  0.1984
H8 -2.577 0.429 -2.033  0.1893
H9 -1.622 2.725 -3.828  0.2195
H10 -1.780 1.056 -4.307  0.2254
H11 0.733 1.914 -3.754  0.2506
H12 0.207 0.339 -3.239  0.2364
C9 -2.212 -3.677 2.888  -0.4059
Cl1 -3.701 -4.070 3.767  -0.0208
Cl2 -1.576 -2.069 3.219  -0.0484
H13 -1.489 -4.416 3.223  0.2212
H14 -2.295 -3.783 1.809  0.2584
C10 3.785 2.958 0.077  -0.3863
Cl3 3.748 4.278 -1.101  -0.0291
Cl4 5.400 2.804 0.807  -0.0294
H15 2.998 3.152 0.798  0.2218
H16 3.543 2.038 -0.443  0.2247
C11 -0.561 1.580 3.311  -0.4633
Br1 0.211 1.236 5.076  0.0781
Br2 0.900 1.999 2.024  0.0641
Br3 -1.909 2.963 3.334  0.1072
H17 -1.005 0.644 3.006  0.2121

Here is 2 unconnected molecules or ions with the total composition C3H3F3 from OMol25. Energies are from ωB97M-V/def2-TZVPD.

Output
orbital gap	6.7	eV
charge	0

Each line ends with the natural charge from an NBO analysis.
Geometry (Å):
C1 1.363 -0.392 1.122  -0.4990
C2 0.807 -1.132 0.237  -0.0583
C3 -1.321 0.698 -0.872  0.8963
F1 -2.532 0.071 -1.043  -0.3527
F2 -1.577 1.733 -0.098  -0.3319
F3 -0.768 1.108 -2.055  -0.3469
H1 2.174 -0.691 1.677  0.2213
H2 1.011 0.615 1.424  0.2544
H3 0.843 -2.010 -0.391  0.2168

Here is 3 unconnected molecules or ions with the total composition C2H4N2O from OMol25. Energies are from ωB97M-V/def2-TZVPD.

Output
orbital gap	10.9	eV
charge	0

Each line ends with the natural charge from an NBO analysis.
Geometry (Å):
N1 -0.027 -0.117 -0.012  -0.7046
C1 -1.251 -0.400 0.085  0.9230
C2 0.609 1.133 -0.002  0.2751
N2 1.846 1.323 -0.091  -0.5973
O1 -2.397 -0.220 0.198  -0.4502
H1 -0.173 -1.895 -0.056  0.1179
H2 2.379 0.455 -0.181  0.3422
H3 -0.963 -2.296 -0.033  -0.0688
H4 -0.022 2.017 0.091  0.1627

Here is 2 unconnected molecules or ions with the total composition C29H23NOPS from OMol25. Energies are from ωB97M-V/def2-TZVPD.

Output
orbital gap	5.5	eV
charge	-1

Each line ends with the natural charge from an NBO analysis.
Geometry (Å):
C1 -3.026 3.146 -0.698  -0.2135
C2 -2.408 1.933 -0.377  -0.1982
C3 -1.118 1.932 0.159  -0.2092
C4 -0.455 3.142 0.362  -0.3651
P1 1.280 3.088 0.888  2.0543
C5 1.230 2.119 2.411  -0.3430
C6 1.885 0.889 2.532  -0.1985
C7 1.795 0.169 3.730  -0.2124
C8 1.077 0.697 4.811  -0.2013
C9 0.447 1.949 4.708  -0.2118
C10 0.549 2.666 3.513  -0.2088
N1 2.001 2.088 -0.257  -0.8116
C11 1.927 2.222 -1.528  0.2046
C12 2.619 1.378 -2.485  -0.0482
C13 2.377 1.582 -3.858  -0.1767
C14 2.985 0.775 -4.811  -0.2380
C15 3.855 -0.245 -4.391  -0.1864
C16 4.129 -0.453 -3.027  -0.2187
C17 3.506 0.363 -2.070  -0.1397
O1 1.893 4.429 1.078  -1.0921
C18 -1.066 4.360 0.047  -0.2123
C19 -2.355 4.355 -0.496  -0.2353
H1 -4.026 3.140 -1.126  0.2048
H2 -2.907 0.985 -0.563  0.2282
H3 -0.603 0.996 0.388  0.2509
H4 2.439 0.497 1.684  0.2451
H5 2.265 -0.813 3.815  0.2135
H6 0.984 0.123 5.738  0.2082
H7 -0.125 2.351 5.548  0.2078
H8 0.083 3.649 3.420  0.2204
H9 1.317 3.018 -2.001  0.1534
H10 1.702 2.387 -4.147  0.2059
H11 2.794 0.951 -5.875  0.2087
H12 4.354 -0.876 -5.134  0.2052
H13 4.830 -1.236 -2.711  0.2142
H14 3.676 0.207 -1.004  0.2378
H15 -0.520 5.292 0.207  0.2306
H16 -2.830 5.293 -0.783  0.2038
C20 -1.531 -2.498 4.427  -0.2313
C21 -0.606 -2.559 3.395  -0.2037
C22 -1.006 -2.331 2.049  -0.0526
C23 -2.400 -2.064 1.782  -0.0319
C24 -3.311 -2.002 2.853  -0.2032
C25 -2.891 -2.220 4.154  -0.2785
C26 -2.794 -1.837 0.432  -0.2214
C27 -1.878 -1.824 -0.591  -0.2411
C28 -0.464 -1.903 -0.307  -0.1690
S1 0.670 -1.447 -1.449  -0.4436
C29 -0.082 -2.297 0.997  -0.2914
H17 -1.210 -2.665 5.457  0.1958
H18 0.446 -2.763 3.602  0.1968
H19 -4.358 -1.774 2.633  0.1954
H20 -3.611 -2.180 4.975  0.1958
H21 -3.852 -1.657 0.224  0.1900
H22 -2.192 -1.684 -1.624  0.2127
H23 0.973 -2.494 1.195  0.2043

Here is 3 unconnected molecules or ions with the total composition C2H7NO3P from OMol25. Energies are from ωB97M-V/def2-TZVPD.

Output
orbital gap	7.9	eV
charge	-1

Each line ends with the natural charge from an NBO analysis.
Geometry (Å):
C1 0.424 -2.211 1.032  -0.7217
C2 -0.108 -1.108 1.663  0.2482
N1 0.512 0.328 -1.122  -1.2350
O1 -1.088 2.461 0.044  -0.9544
O2 0.702 1.478 -3.459  -1.1050
O3 -0.309 0.065 1.156  -0.8518
P1 0.820 1.699 -1.982  1.3705
H1 0.521 -2.011 -0.009  0.1861
H2 -1.308 1.892 -0.707  0.4559
H3 0.590 -3.010 1.700  0.1900
H4 -0.409 -1.313 2.673  0.0975
H5 0.254 0.396 -0.084  0.4376
H6 0.113 -0.476 -1.517  0.3853
H7 -0.715 1.810 0.612  0.4967

Here is a single C8H7ClO2 molecule from OMol25. Energies are from ωB97M-V/def2-TZVPD.

Output
structure (SMILES)	O=C(O)c1cccc(CCl)c1
orbital gap	9.8	eV
charge	0

Each line ends with the natural charge from an NBO analysis.
Geometry (Å):
C1 2.423 -0.991 0.002  0.7683
C2 1.268 0.010 0.063  -0.1550
C3 1.686 1.382 -0.357  -0.1383
C4 0.722 2.292 -0.159  -0.2343
C5 -0.533 1.855 0.112  -0.1716
C6 -1.024 0.599 0.260  -0.0546
C7 -2.424 0.142 0.739  -0.3073
C8 -0.012 -0.316 0.438  -0.1604
H1 4.195 -0.883 -0.333  0.5049
H2 2.612 1.621 -0.932  0.2418
H3 1.007 3.297 -0.446  0.2233
H4 -1.358 2.460 -0.027  0.2041
H5 -2.988 1.007 1.020  0.2194
H6 -2.178 -0.576 1.557  0.2311
H7 -0.301 -1.320 0.459  0.2294
O1 3.493 -0.270 -0.039  -0.6512
O2 2.355 -2.281 0.033  -0.6187
Cl1 -3.553 -0.885 -0.461  -0.1309